Record 1
# CH2IOP

A 2-piece molecular cluster, CH2IOP overall at a distorted geometry (ωB97M-V/def2-TZVPD, the Open Molecules 2025 dataset).

Properties
Gap between HOMO and LUMO, eV: 8.5
LUMO energy, eV: -1.104
Structure (SMILES): C#P.OI

```
6
Properties=species:S:1:pos:R:3:forces:R:3
C -1.41551 1.15929 0.62238 1.356 -0.373 2.031
P -0.32789 0.27604 1.31270 -1.400 0.783 -1.054
H -2.07990 2.01071 0.62399 -0.160 -0.341 -0.721
O 1.39059 -1.84897 -0.82876 -0.304 1.756 -0.045
I 1.71515 0.04308 -1.58769 0.067 -1.414 0.231
H 0.71757 -1.64015 -0.14262 0.442 -0.410 -0.441
```
Positions in Å, forces in eV/Å.

---

Record 2
# CH2N2O

A 2-piece molecular cluster, CH2N2O overall at a distorted geometry (ωB97M-V/def2-TZVPD, the Open Molecules 2025 dataset).

Properties
Gap between HOMO and LUMO (alpha / beta), eV: 9.2 / 9.2
LUMO energy (alpha / beta), eV: -0.973 / -0.974

```
6
Properties=species:S:1:pos:R:3:forces:R:3
C 0.21630 0.04258 -0.62984 0.288 -1.333 -0.697
N 0.16990 0.68093 0.55622 3.746 -0.313 3.510
N -0.82576 -0.30243 0.21806 1.735 -2.363 -1.098
O 0.86144 -0.20568 -1.59703 -0.634 0.331 0.129
H 1.33201 -0.16096 1.35277 -3.039 2.374 -1.855
H -1.75388 -0.05443 0.09982 -2.096 1.303 0.011
```
Positions in Å, forces in eV/Å.

---

Record 3
# CH2N2O

A 2-piece molecular cluster, CH2N2O overall at a distorted geometry (ωB97M-V/def2-TZVPD, the Open Molecules 2025 dataset).

Properties
Gap between HOMO and LUMO (alpha / beta), eV: 9.2 / 9.2
LUMO energy (alpha / beta), eV: 0.887 / 0.917

```
6
Properties=species:S:1:pos:R:3:forces:R:3
C 2.18235 0.06035 -0.31147 -3.730 -0.454 3.245
N 1.22585 -0.00278 0.38375 3.507 0.407 -2.822
N -1.74193 -0.96024 0.18406 1.202 -1.983 -1.531
O -2.30274 0.05794 0.56688 -1.599 2.203 2.361
H 3.13088 0.03992 -0.78010 0.244 0.091 -0.420
H -2.49440 0.80481 -0.04312 0.377 -0.263 -0.833
```
Positions in Å, forces in eV/Å.

---

Record 4
# CH2N2O2

A 2-piece molecular cluster, CH2N2O2 overall at a distorted geometry (ωB97M-V/def2-TZVPD, the Open Molecules 2025 dataset).

Properties
Gap between HOMO and LUMO, eV: 8.3
LUMO energy, eV: -0.382

```
7
Properties=species:S:1:pos:R:3:forces:R:3
C 0.01450 0.55967 0.03618 1.683 -2.908 1.242
N 0.59196 -1.10199 0.98827 -1.777 2.390 -0.306
N -0.58618 0.33804 -1.19393 -1.855 0.098 -0.704
O 0.01225 -1.21750 1.99464 0.692 -0.054 -0.775
O 0.80910 0.66722 -1.06415 1.168 0.296 -0.088
H -0.16399 1.40658 0.67465 -0.292 0.234 0.334
H -0.67765 -0.65202 -1.43565 0.380 -0.056 0.296
```
Positions in Å, forces in eV/Å.